# 1
The following is a DFT calculation (the ωB97M-V functional and the def2-TZVPD basis) of C33H53AlCl2CsLiN8NaO9S2 as an isolated structure in a non-equilibrium geometry.

Its molar mass is 1030.692 Da. Its total energy is -4552.29573 a.u. For the largest force on an atom, the calculation gives 6.7 eV/A. The calculation puts the HOMO energy at -6.239 eV. Its net charge is +1.

Element x y z (Å)
C1 4.7992 -0.4960 0.5820
C2 3.5045 0.1564 -0.1076
C3 3.6674 1.7650 -0.3468
C4 2.2177 2.3042 -0.7758
C5 1.5906 3.3667 0.2906
C6 0.5241 2.6685 1.2831
C7 1.0130 2.6635 2.8473
C8 1.6011 1.1927 3.1125
N1 2.9883 0.7408 3.0967
N2 2.8473 -0.5788 3.3781
N3 1.5585 -0.9327 3.5462
C9 1.1316 -2.3353 3.8410
C10 2.3015 -3.4080 3.4742
O1 2.9232 -3.9093 4.4719
C11 2.6452 -3.8391 2.0061
C12 2.3756 -3.0243 0.7168
C13 2.7241 -3.5788 -0.7128
C14 3.3774 -4.9967 -0.9120
C15 3.6887 -5.7917 0.4044
C16 3.3359 -5.2504 1.8126
N4 0.6720 0.1390 3.4245
C17 -0.8133 0.1401 3.5887
C18 -1.6643 0.0055 2.2043
C19 -2.4972 -1.4118 2.2655
C20 -3.2976 -1.5346 0.8705
C21 -4.8991 -1.3934 1.1865
C22 -5.6483 -2.2738 0.0745
C23 -7.2465 -2.0963 0.0078
S1 -7.9163 -0.5800 0.8382
C24 -7.4432 0.8300 -0.2658
N5 -7.5344 2.2424 -0.0671
N6 -7.0208 2.8258 -1.1973
C25 -6.5923 1.7931 -2.1019
O2 -6.8691 0.5031 -1.5199
H1 5.4581 0.2622 1.1507
H2 5.4848 -1.0448 -0.1719
H3 4.4803 -1.2849 1.3671
H4 2.5822 0.0561 0.5854
H5 3.3225 -0.3776 -1.1186
H6 4.0955 2.2739 0.5952
H7 4.4048 1.8776 -1.2102
H8 1.5233 1.3961 -0.9420
H9 2.3130 2.8324 -1.7848
H10 1.0471 4.1644 -0.3350
H11 2.4659 3.8274 0.8830
H12 0.4243 1.5718 0.9182
H13 -0.5240 3.1210 1.2215
H14 1.8536 3.4344 3.0222
H15 0.1330 2.9031 3.5827
H16 0.7485 -2.5105 4.9171
H17 0.2646 -2.5720 3.0858
H18 1.8848 -1.9946 0.7767
H19 2.5182 -2.9742 -1.6660
H20 3.6096 -5.4170 -1.9534
H21 4.1653 -6.8230 0.2899
H22 3.5807 -5.8785 2.7334
H23 -1.0756 -0.6920 4.3496
H24 -1.1214 1.1440 4.0814
H25 -1.0564 0.1309 1.2486
H26 -2.4636 0.8308 2.2246
H27 -1.8177 -2.3424 2.4295
H28 -3.2339 -1.2993 3.1754
H29 -3.1332 -2.5671 0.4018
H30 -2.9537 -0.6922 0.1800
H31 -5.1540 -1.8148 2.2348
H32 -5.1129 -0.2714 1.1384
H33 -5.4153 -3.3816 0.3237
H34 -5.1264 -2.0605 -0.9301
H35 -7.7130 -3.0193 0.5034
H36 -7.5224 -2.0129 -1.1130
H37 -6.1402 2.0299 -3.1151
O3 4.7346 4.3692 3.0124
C26 5.0006 4.5759 4.1832
N7 5.5478 5.7570 4.5781
C27 4.7537 3.5663 5.2710
H38 5.7841 5.9726 5.5315
H39 5.7229 6.4495 3.8652
H40 5.3215 2.6602 5.0509
H41 3.6876 3.3320 5.3042
H42 5.0593 3.9408 6.2503
C28 -5.1838 -0.7529 -6.0864
C29 -4.3332 0.2397 -5.2996
C30 -2.9326 -0.2895 -4.9881
C31 -3.0301 -1.5380 -4.1570
N8 -3.1070 -2.5210 -3.5034
H43 -5.3589 -1.6745 -5.5209
H44 -6.1625 -0.3202 -6.3119
H45 -4.7011 -1.0132 -7.0292
H46 -4.8520 0.4884 -4.3688
H47 -4.2431 1.1648 -5.8755
H48 -2.3610 0.4616 -4.4377
H49 -2.3934 -0.5147 -5.9126
Cl1 -0.1586 3.4204 5.4572
Cl2 1.2351 -6.1503 2.2678
Al1 1.5989 -6.4978 4.9509
O4 1.5099 0.8321 -8.6494
C32 0.3913 1.5103 -8.5498
C33 -0.7278 0.5838 -7.8101
O5 -1.8607 1.2527 -7.7226
H50 -0.0805 1.8449 -9.4896
H51 0.4211 2.4480 -7.9688
H52 -0.2605 0.2628 -6.8614
H53 -0.7474 -0.3647 -8.3769
Na1 -4.9718 -2.1509 -8.0295
O6 5.2418 3.9084 -0.9833
S2 6.2982 4.1539 0.0114
O7 6.0263 3.3519 1.2194
O8 6.3137 5.5817 0.3670
O9 7.6039 3.7666 -0.5472
Cs1 -2.4935 -2.1963 4.7809
Li1 -1.1574 -6.6277 1.9799

Results of the Mulliken charge analysis, in e, for atoms 1 through 4:
1 C -1.04
2 C 0.32
3 C 0.16
4 C -0.78

# 2
The following is a DFT calculation (the ωB97M-V functional and the def2-TZVPD basis) of C33H53BF4I2N2OP2SiW as an isolated structure.

Its molar mass is 1108.286 Da. Its total energy is -3533.30575 a.u. The spin multiplicity is 3. For the largest force on an atom, the calculation gives 0.6 eV/A. The calculation puts the HOMO energy (alpha / beta) at -6.719 / -6.598 eV. The expectation value of S² is 2.052.

Element x y z (Å)
W1 0.3834 0.0371 -1.3409
C1 -2.1667 2.3065 -3.1273
C2 -2.9063 1.0453 -2.6845
C3 -3.1466 0.0959 -3.8616
P1 -2.0874 0.1379 -1.2971
C4 -3.4393 -1.0757 -0.8434
C5 -3.2521 -1.6579 0.5554
C6 -4.8540 -0.4997 -0.9473
C7 -2.1720 1.2837 0.1352
C8 -3.0538 2.3472 0.2823
C9 -2.9368 3.2506 1.3351
C10 -3.8861 4.4147 1.4645
C11 -1.9074 3.0630 2.2548
C12 -1.0149 2.0105 2.1242
C13 -1.1650 1.1290 1.0730
N1 -0.1618 0.0862 0.8023
C14 -0.2305 -1.1660 1.5710
C15 -0.7120 -1.1558 2.8637
C16 -0.7814 -2.3429 3.5783
C17 -0.3633 -3.5415 3.0172
C18 -0.4474 -4.8422 3.7760
C19 0.1324 -3.5126 1.7159
C20 0.2153 -2.3403 0.9706
P2 0.7699 -2.2811 -0.7899
C21 0.0337 -3.8147 -1.5611
C22 -1.3977 -4.1676 -1.1870
C23 0.1513 -3.7197 -3.0848
C24 2.5444 -2.8777 -0.8140
C25 3.5374 -1.7282 -0.6797
C26 2.8970 -3.9938 0.1687
H1 -2.7903 2.8538 -3.8407
H2 -1.2274 2.0591 -3.6223
H3 -1.9522 2.9737 -2.2918
H4 -3.8751 1.3523 -2.2915
H5 -2.1997 -0.2700 -4.2617
H6 -3.6619 0.6347 -4.6617
H7 -3.7640 -0.7635 -3.5924
H8 -3.3466 -1.8772 -1.5790
H9 -3.4333 -0.8926 1.3164
H10 -2.2600 -2.0661 0.7171
H11 -3.9738 -2.4642 0.7162
H12 -4.9647 0.4019 -0.3402
H13 -5.5587 -1.2385 -0.5554
H14 -5.1565 -0.2749 -1.9685
H15 -3.8194 2.5199 -0.4667
H16 -4.3588 4.6443 0.5091
H17 -3.3646 5.3092 1.8077
H18 -4.6773 4.1946 2.1850
H19 -1.7792 3.7722 3.0653
H20 -0.1728 1.9091 2.7999
H21 -1.0640 -0.2364 3.3108
H22 -1.1746 -2.3305 4.5889
H23 -0.8189 -4.6868 4.7888
H24 0.5322 -5.3190 3.8448
H25 -1.1180 -5.5446 3.2760
H26 0.4412 -4.4475 1.2635
H27 0.6890 -4.6211 -1.2228
H28 -2.0833 -3.4049 -1.5489
H29 -1.5527 -4.2884 -0.1151
H30 -1.6721 -5.1068 -1.6762
H31 -0.4969 -2.9298 -3.4671
H32 -0.1544 -4.6670 -3.5388
H33 1.1636 -3.4931 -3.4222
H34 2.6296 -3.2847 -1.8268
H35 3.3903 -1.1741 0.2504
H36 3.4524 -1.0193 -1.4954
H37 4.5599 -2.1184 -0.6807
H38 2.8278 -3.6462 1.2015
H39 3.9311 -4.3018 -0.0051
H40 2.2751 -4.8852 0.0607
I1 0.7537 -0.2254 -4.0525
F1 3.8338 2.0653 -3.2715
B1 3.7670 1.7649 -1.9094
F2 2.5776 0.9456 -1.6671
F3 4.8720 1.0501 -1.4777
F4 3.5846 2.9473 -1.1449
N2 1.1087 3.3215 -3.0399
C27 0.7489 3.2257 -1.7738
O1 0.2343 2.2118 -1.2784
C28 0.9339 4.4178 -0.8803
I2 -0.8060 5.6583 -0.9214
H41 1.1560 2.4624 -3.5818
H42 1.7552 4.0470 -3.3071
H43 1.7726 5.0365 -1.1780
H44 1.0379 4.0828 0.1450
C29 5.1610 1.1492 1.8148
Si1 3.5171 1.8464 2.2699
C30 3.4543 3.6835 2.0128
C31 3.1499 1.4737 4.0658
C32 2.1235 1.1027 1.3401
C33 1.1853 0.5610 0.7184
H45 5.9106 1.5525 2.5042
H46 5.4330 1.4101 0.7906
H47 5.1689 0.0583 1.8958
H48 4.1969 4.1734 2.6505
H49 2.4682 4.0780 2.2778
H50 3.6732 3.9342 0.9706
H51 3.9485 1.8632 4.7082
H52 3.0655 0.3971 4.2438
H53 2.2101 1.9432 4.3748

Results of the Mulliken charge analysis, in e, for atoms 1 through 4:
1 W -0.12
2 C -1.08
3 C 0.62
4 C -1.52

# 3
The following is a DFT calculation (the ωB97M-V functional and the def2-TZVPD basis) of C33H53CaN4O6SbSeSi4 as an isolated structure in a non-equilibrium geometry.

Its molar mass is 954.951 Da. Its total energy is -6437.37216 a.u. For the largest force on an atom, the calculation gives 2.5 eV/A. The calculation puts the HOMO energy at -2.021 eV. Its net charge is -2.

Element x y z (Å)
Ca1 -0.7200 1.3517 -0.6801
O1 0.9945 1.6813 0.4610
C1 1.0792 2.8742 0.9427
C2 2.1713 3.7234 0.6163
C3 2.3340 4.9513 1.2068
C4 1.4236 5.4191 2.1645
C5 0.3255 4.6469 2.4604
C6 0.1105 3.3987 1.8578
C7 -1.1246 2.7105 2.1702
N1 -1.5494 1.6197 1.6608
C8 -2.8926 1.2017 2.0279
C9 -3.0400 -0.3133 2.1861
N2 -2.6312 -0.9499 0.9686
C10 -3.4816 -1.4797 0.1927
C11 -3.1630 -1.9477 -1.1498
C12 -3.9942 -2.8746 -1.7791
C13 -3.7966 -3.2650 -3.0890
C14 -2.7664 -2.6627 -3.8185
C15 -1.9516 -1.7156 -3.2443
C16 -2.0822 -1.3357 -1.8770
O2 -1.2835 -0.4918 -1.3449
H1 2.8535 3.3779 -0.1497
H2 3.1730 5.5753 0.9183
H3 1.5682 6.3811 2.6410
H4 -0.4135 5.0082 3.1695
H5 -1.7513 3.2298 2.9130
H6 -3.5607 1.5138 1.2185
H7 -3.2303 1.6948 2.9534
H8 -4.0873 -0.5336 2.4581
H9 -2.3857 -0.6535 2.9930
H10 -4.5396 -1.5770 0.5000
H11 -4.8155 -3.3028 -1.2102
H12 -4.4474 -3.9993 -3.5482
H13 -2.6163 -2.9385 -4.8573
H14 -1.1822 -1.2144 -3.8227
O3 3.7737 -0.1810 -5.7685
C17 2.6364 0.4489 -5.3224
O4 2.1838 1.3487 -5.9629
C18 2.1043 -0.1273 -4.0752
C19 2.0063 -1.4809 -3.8082
N3 1.5267 -1.5903 -2.5605
N4 1.3227 -0.4004 -1.9910
C20 1.6331 0.5061 -2.8916
C21 1.4815 1.9851 -2.5485
O5 2.4953 2.6757 -2.6343
O6 0.3048 2.3213 -2.2213
H15 4.0723 -0.7935 -5.0888
H16 2.2004 -2.3427 -4.4269
H17 1.2312 -2.4176 -2.0698
C22 0.7115 -4.2936 -0.5298
Si1 1.9107 -3.3014 0.6156
C23 3.5367 -2.9777 -0.3656
C24 2.5160 -4.6547 1.8308
Sb1 0.6216 -1.1018 1.2036
Si2 0.1619 -2.1652 3.5603
C25 1.2967 -3.1943 4.7233
C26 -0.3965 -0.7824 4.7760
C27 -1.3154 -3.3696 3.3546
Si3 2.8590 -0.1541 2.0934
C28 2.4811 1.1162 3.4621
C29 4.0363 -1.3923 2.9814
C30 3.9919 0.5833 0.7571
H18 1.1545 -4.6080 -1.4809
H19 -0.1924 -3.7166 -0.7514
H20 0.3843 -5.2036 -0.0210
H21 3.6296 -3.6122 -1.2511
H22 4.4010 -3.1758 0.2735
H23 3.6026 -1.9358 -0.6863
H24 3.0709 -5.4229 1.2864
H25 1.6778 -5.1362 2.3415
H26 3.1756 -4.2341 2.5941
H27 2.1171 -2.5940 5.1241
H28 1.7329 -4.0614 4.2226
H29 0.7044 -3.5555 5.5682
H30 0.3431 -0.6428 5.5681
H31 -1.3524 -1.0176 5.2513
H32 -0.5055 0.1750 4.2600
H33 -0.9568 -4.3828 3.1498
H34 -1.9484 -3.0698 2.5154
H35 -1.9376 -3.4109 4.2527
H36 2.3906 0.6266 4.4355
H37 1.5423 1.6315 3.2555
H38 3.2603 1.8798 3.5313
H39 3.5146 -1.9843 3.7371
H40 4.8460 -0.8473 3.4757
H41 4.4855 -2.0877 2.2662
H42 3.4056 0.8719 -0.1167
H43 4.7516 -0.1367 0.4423
H44 4.4982 1.4795 1.1229
C31 -2.4038 2.8715 -4.2345
Si4 -3.5974 3.7245 -3.0473
C32 -3.3380 5.6058 -3.1790
C33 -5.3648 3.4308 -3.7019
Se1 -3.5022 3.0418 -0.9366
H45 -2.3044 3.4204 -5.1762
H46 -2.7508 1.8592 -4.4585
H47 -1.4175 2.7906 -3.7782
H48 -3.5540 5.9737 -4.1882
H49 -2.3062 5.8644 -2.9298
H50 -3.9917 6.1230 -2.4736
H51 -5.5149 3.8600 -4.6993
H52 -6.0892 3.8781 -3.0176
H53 -5.5710 2.3590 -3.7484

Results of the Mulliken charge analysis, in e, for atoms 1 through 4:
1 Ca 1.20
2 O 0.28
3 C -0.27
4 C -0.81

# 4
The following is a DFT calculation (the ωB97M-V functional and the def2-TZVPD basis) of C33H53Cl2InNSb3Te as an isolated structure.

Its molar mass is 1142.398 Da. Its total energy is -3442.71131 a.u. For the largest force on an atom, the calculation gives 0.9 eV/A. The calculation puts the HOMO energy at -13.030 eV. Its net charge is +2.

Element x y z (Å)
In1 -0.3543 -0.1925 0.0959
N1 -1.7293 1.4974 -1.0989
C1 -3.1234 1.1560 -0.9368
C2 -4.0219 2.1494 -0.5767
C3 -5.3515 1.8388 -0.3412
C4 -5.7791 0.5263 -0.4680
C5 -4.8843 -0.4516 -0.8702
C6 -3.5436 -0.1603 -1.1316
C7 -2.6662 -1.2342 -1.6813
C8 -3.1916 -2.0348 -2.6995
C9 -2.4808 -3.1004 -3.2266
C10 -1.2186 -3.3946 -2.7318
C11 -0.6804 -2.5951 -1.7342
C12 -1.3754 -1.5057 -1.2107
H1 -1.6110 2.4997 -0.9980
H2 -1.4064 1.2477 -2.0315
H3 -3.6806 3.1760 -0.4906
H4 -6.0463 2.6198 -0.0629
H5 -6.8120 0.2683 -0.2783
H6 -5.2266 -1.4714 -0.9905
H7 -4.1759 -1.8068 -3.0884
H8 -2.9141 -3.6973 -4.0179
H9 -0.6592 -4.2352 -3.1217
H10 0.3113 -2.8368 -1.3660
Cl1 -0.7759 -3.0185 2.2252
C13 0.1069 -3.0185 3.7614
Cl2 1.1036 -1.5644 3.9280
H11 0.7532 -3.8879 3.7878
H12 -0.6180 -3.0388 4.5666
C14 -0.2650 0.1173 -4.3163
Sb1 1.2142 0.5311 -2.8280
C15 1.8161 2.4304 -3.6194
C16 2.8340 -0.5737 -3.6810
C17 4.0767 -0.3103 -2.8884
C18 4.8871 0.7713 -3.2377
C19 6.0330 1.0773 -2.5235
C20 6.4011 0.2804 -1.4485
C21 5.6124 -0.8031 -1.1015
C22 4.4369 -1.1051 -1.7921
C23 3.6221 -2.2856 -1.3581
Sb2 2.3412 -1.9341 0.3490
C24 3.9483 -1.7394 1.7398
C25 2.0001 -4.0078 0.7192
H13 0.1462 0.3822 -5.2897
H14 -1.1830 0.6861 -4.1651
H15 -0.5136 -0.9433 -4.2964
H16 2.1429 2.2795 -4.6481
H17 2.6323 2.8725 -3.0504
H18 0.9704 3.1186 -3.6306
H19 2.9234 -0.2097 -4.7047
H20 2.5515 -1.6232 -3.7225
H21 4.6252 1.3649 -4.1061
H22 6.6527 1.9112 -2.8249
H23 7.3135 0.4823 -0.9035
H24 5.9267 -1.4500 -0.2909
H25 4.2716 -3.0772 -0.9800
H26 3.0232 -2.7176 -2.1574
H27 4.5748 -2.6243 1.6281
H28 3.5709 -1.6933 2.7560
H29 4.5542 -0.8610 1.5334
H30 2.8588 -4.5550 0.3316
H31 1.0920 -4.3659 0.2409
H32 1.9317 -4.1904 1.7902
C26 -2.4733 3.4149 2.1595
C27 -3.2355 2.1451 2.5218
Sb3 -1.9747 0.4275 2.6471
C28 -3.3956 -1.0783 3.1819
C29 -4.5594 -0.5396 4.0075
C30 -1.2082 0.8301 4.6114
C31 0.0059 1.7344 4.7559
H33 -3.1519 4.2572 2.0171
H34 -1.9063 3.2965 1.2294
H35 -1.7655 3.7008 2.9379
H36 -4.0231 1.9301 1.8006
H37 -3.7031 2.2386 3.5026
H38 -2.8332 -1.8349 3.7292
H39 -3.7431 -1.5491 2.2614
H40 -4.2246 -0.0638 4.9305
H41 -5.2275 -1.3541 4.2894
H42 -5.1499 0.1862 3.4482
H43 -1.0280 -0.1454 5.0661
H44 -2.0769 1.2618 5.1126
H45 0.8994 1.2938 4.3117
H46 0.2186 1.9058 5.8117
H47 -0.1451 2.7102 4.2936
C32 0.7317 3.6131 -0.2099
Te1 1.2458 2.0338 1.1072
C33 3.1999 1.7739 0.3308
H48 0.6123 3.2358 -1.2214
H49 1.5480 4.3304 -0.1691
H50 -0.1772 4.0863 0.1535
H51 3.7790 2.6621 0.5712
H52 3.1540 1.6174 -0.7461
H53 3.6353 0.9089 0.8213

Results of the Mulliken charge analysis, in e, for atoms 1 through 4:
1 In -0.07
2 N -0.04
3 C 0.72
4 C -1.10

molar mass of number 2 (C33H53BF4I2N2OP2SiW)?
1108.286 Da